# 1
94
Properties=species:S:1:pos:R:3 method="wB97M-V/def2-TZVPD" lumo_ha=-0.162 total_charge=+2 homo_lumo_gap_ev=8.44
Ca -0.40702 0.45649 0.22388
C -4.76662 -0.94204 0.10072
C -3.36327 -1.49941 0.02962
C -2.97793 -2.37058 1.05796
C -3.88685 -2.57690 2.24313
C -1.82601 -3.16196 0.94336
C -1.56148 -4.16176 2.04075
C -1.04052 -3.07283 -0.21150
C 0.13712 -3.97859 -0.46321
C -1.41059 -2.18544 -1.24499
C -0.68268 -2.30925 -2.56382
C -2.55221 -1.36900 -1.11996
C -2.99792 -0.52829 -2.29865
H -4.91688 -0.25058 0.93212
H -5.46738 -1.76129 0.26979
H -5.08278 -0.45207 -0.81478
H -4.52653 -3.45065 2.08555
H -4.54575 -1.73113 2.41990
H -3.32988 -2.76213 3.15847
H -1.34048 -3.66366 2.98867
H -0.74240 -4.83978 1.82406
H -2.44295 -4.78046 2.21207
H 1.03736 -3.40970 -0.70816
H -0.05809 -4.62791 -1.31900
H 0.38063 -4.62351 0.37379
H -1.00353 -1.58443 -3.30397
H -0.87407 -3.29768 -2.98903
H 0.40269 -2.23962 -2.45627
H -3.48262 -1.15009 -3.05516
H -2.16841 -0.01872 -2.78429
H -3.70653 0.24602 -2.01964
O -4.38391 5.54366 1.55688
C -3.66290 4.48349 1.20758
C -4.18827 3.35023 0.58152
C -3.33656 2.31030 0.28580
N -2.02598 2.31159 0.56908
C -1.55308 3.42561 1.12071
Br 0.32896 3.45437 1.36411
C -2.29076 4.52845 1.46965
H -5.31933 5.43889 1.33508
H -5.23729 3.28459 0.32428
H -3.70914 1.42815 -0.20935
H -1.84057 5.40253 1.91612
C 5.44441 1.55894 -0.12563
N 4.71147 1.63828 -1.38796
C 5.05894 0.47765 -2.20651
N 4.81917 -0.80170 -1.53808
C 5.54235 -0.81188 -0.26628
N 5.20612 0.31419 0.60376
C 3.83661 0.22904 1.08970
P 2.58829 0.24163 -0.29191
C 3.27507 1.73090 -1.17035
C 3.39766 -1.05339 -1.35236
H 5.17314 2.40667 0.50589
H 6.51045 1.62362 -0.34703
H 6.12098 0.53784 -2.44754
H 4.49269 0.50979 -3.13968
H 6.60987 -0.76473 -0.48456
H 5.34226 -1.74883 0.25713
H 3.62720 1.07429 1.75126
H 3.72424 -0.67633 1.69023
H 3.05265 2.62261 -0.57694
H 2.76849 1.85573 -2.13030
H 2.91081 -1.08249 -2.33202
H 3.26065 -2.04116 -0.90182
C 1.76840 -0.19828 5.48604
O 0.69823 -0.53383 4.56272
P 0.65837 0.18085 3.13139
O -0.85309 0.75444 2.98090
C -2.02786 0.10972 3.52832
O 0.34084 -1.13173 2.14855
C 1.31610 -2.19367 2.11359
H 1.35189 -0.28684 6.48386
H 2.12166 0.81822 5.31989
H 2.58434 -0.90649 5.36016
H -2.40562 0.72969 4.33695
H -1.78343 -0.88271 3.90145
H -2.76681 0.03454 2.73428
H 0.78423 -3.13537 2.12309
H 1.96447 -2.15492 2.98895
H 1.91391 -2.12036 1.20539
N 0.66277 3.11796 -5.75335
C 0.39658 2.60005 -4.54407
C -0.22922 3.35522 -3.53509
C -0.49143 2.77528 -2.32047
N -0.18156 1.50631 -1.99850
C 0.43743 0.79929 -2.96035
C 0.73559 1.27364 -4.21257
H 0.41406 4.06413 -5.98259
H 1.09507 2.56688 -6.47339
H -0.50956 4.38567 -3.70722
H -0.98583 3.35547 -1.55185
H 0.70946 -0.21811 -2.70993
H 1.22995 0.62935 -4.92799



# 2
54
Properties=species:S:1:pos:R:3 method="wB97M-V/def2-TZVPD" spin_multiplicity=3 lumo_ha="-0.337 / -0.372" total_charge=+2 homo_lumo_gap_ev="5.22 / 4.28"
C -1.45342 2.79112 -0.81742
C -2.09165 2.06329 -2.03360
C -1.13319 1.96516 -3.29537
C -0.02812 0.85159 -3.24001
C -0.63136 -0.53925 -3.01408
C -1.46949 -0.65214 -1.69805
N -2.37366 0.51585 -1.59469
O -3.51822 0.40740 -0.79451
C -0.75119 -0.85966 -0.37554
C -2.39207 -1.90772 -1.96038
C -3.38429 2.81397 -2.53434
H -2.08724 3.31471 -0.10172
H -1.00038 3.73156 -1.13114
H -0.58198 2.29334 -0.39210
H -0.68188 2.92001 -3.56493
H -1.64079 1.74963 -4.23558
H 0.53052 1.22277 -2.38080
H 0.73928 0.90310 -4.01237
H 0.20280 -1.23304 -3.11866
H -1.28934 -0.64102 -3.87710
H -1.41323 -0.81425 0.48919
H -0.10699 -0.00805 -0.15673
H -0.10373 -1.73416 -0.31115
H -3.08486 -2.19055 -1.16782
H -1.83542 -2.83474 -2.09774
H -2.98317 -1.87406 -2.87556
H -4.07944 2.63120 -1.71491
H -3.91919 2.46000 -3.41564
H -3.11610 3.86407 -2.65033
Ni 3.48801 1.32085 0.68882
O 2.44881 -0.26413 0.70106
H 1.56189 -0.58070 0.96122
C 2.10475 -3.76525 0.39234
N 1.39207 -3.69752 -0.92607
O 1.78078 -2.86799 -1.71136
O 0.49290 -4.49817 -1.21606
H 2.36972 -4.82137 0.44214
H 1.42681 -3.43415 1.17903
H 3.02056 -3.17817 0.32361
C 4.02830 -1.83338 3.76466
N 3.45724 -0.42144 4.03792
O 3.45597 0.52928 3.22855
O 2.90277 -0.25306 5.08785
H 5.06808 -1.69246 3.46954
H 3.32676 -2.28980 3.06637
H 3.97629 -2.37507 4.70910
Br -0.75475 2.27255 5.73273
C 0.43025 2.00519 4.20576
C -0.19526 1.07298 3.16967
Br -1.74549 1.96344 2.26494
H 1.37638 1.76177 4.68916
H 0.38550 3.01044 3.78673
H -0.59908 0.16090 3.60916
H 0.47855 0.66512 2.41619



What did we get for max |F|? Answer: 0.453 9.428 eV Å⁻¹, in the order shown.
What did we get for energy? Answer: -157123.9094 -211804.6372 eV, in the order shown.